# C82H103N13O4

A cluster of 8 separate species, C82H103N13O4 in total (wB97M-V/def2-TZVPD, the OMol25 dataset).

Each line ends with the Löwdin charge.
Cartesian coordinates (Å):
C 9.781 -0.557 -0.417  -0.018
C 8.461 -0.588 0.337  -0.426
C 8.400 0.735 1.251  -0.123
C 7.949 2.003 0.534  -0.194
C 6.599 1.711 -0.100  -0.151
C 6.664 0.490 -1.093  -0.482
N 7.283 -0.711 -0.575  0.022
O 7.140 -1.969 -1.342  -0.035
C 7.388 1.025 -2.367  -0.001
C 5.171 0.295 -1.392  -0.051
C 8.546 -1.747 1.408  -0.028
H 10.028 -1.224 -1.242  0.104
H 10.558 -0.714 0.331  0.103
H 9.898 0.460 -0.791  0.075
H 9.423 1.029 1.484  0.124
H 8.008 0.669 2.266  0.120
H 8.667 2.263 -0.244  0.110
H 7.967 2.831 1.243  0.123
H 6.277 2.622 -0.605  0.119
H 6.016 1.455 0.784  0.117
H 7.103 2.040 -2.644  0.093
H 7.098 0.417 -3.223  0.085
H 8.477 1.002 -2.312  0.080
H 4.837 1.198 -1.902  0.087
H 4.520 0.151 -0.530  0.077
H 4.964 -0.603 -1.974  0.070
H 7.678 -1.994 2.019  0.077
H 9.438 -1.607 2.017  0.095
H 8.766 -2.684 0.896  0.081
O -0.550 -1.354 -1.049  0.092
C -0.906 -0.753 0.025  -1.062
O -0.204 0.137 0.539  -0.094
O -1.863 -1.103 0.623  -0.026
H 0.324 -0.964 -1.126  0.098
C -1.071 9.494 10.596  0.032
N -1.447 8.678 9.496  -0.121
C -1.830 9.303 8.366  0.023
C -2.229 8.478 7.354  0.036
C -2.272 7.033 7.415  -0.103
C -1.789 6.503 8.633  0.050
C -1.434 7.354 9.664  0.025
C -2.815 6.215 6.292  -0.175
C -2.167 5.067 6.029  0.020
C -2.680 4.184 5.065  0.004
N -3.717 4.510 4.322  -0.121
C -4.426 5.650 4.573  0.029
C -3.972 6.568 5.560  0.071
C -4.381 3.552 3.465  0.010
H -1.181 10.556 10.377  0.121
H -0.069 9.171 10.878  0.130
H -1.825 9.214 11.332  0.130
H -1.767 10.377 8.278  0.155
H -2.587 8.860 6.409  0.116
H -2.005 5.466 8.845  0.135
H -1.446 7.087 10.711  0.165
H -1.309 4.742 6.599  0.136
H -2.316 3.192 4.843  0.150
H -5.299 5.923 4.000  0.142
H -4.473 7.515 5.701  0.131
H -5.326 3.904 3.050  0.107
H -4.661 2.704 4.090  0.115
H -3.707 3.269 2.656  0.113
C 7.694 -5.075 -15.483  0.066
N 7.196 -5.024 -14.088  -0.062
C 8.035 -4.905 -13.014  0.069
C 7.545 -5.136 -11.720  0.069
C 6.170 -5.108 -11.490  -0.144
C 5.336 -4.991 -12.572  0.035
C 5.837 -4.962 -13.855  0.058
C 5.631 -5.036 -10.113  -0.135
C 4.565 -5.797 -9.708  0.052
C 3.906 -5.573 -8.511  0.041
N 4.342 -4.608 -7.665  -0.091
C 5.531 -3.962 -7.928  0.059
C 6.127 -4.148 -9.182  0.062
C 3.652 -4.283 -6.426  0.020
H 7.507 -4.082 -15.893  0.125
H 7.175 -5.864 -16.027  0.127
H 8.773 -5.214 -15.414  0.116
H 9.069 -4.672 -13.219  0.160
H 8.242 -5.230 -10.900  0.143
H 4.271 -4.946 -12.398  0.138
H 5.287 -4.969 -14.784  0.160
H 4.186 -6.476 -10.457  0.147
H 3.061 -6.180 -8.221  0.153
H 5.841 -3.125 -7.319  0.154
H 6.884 -3.424 -9.445  0.145
H 4.421 -4.101 -5.675  0.114
H 2.916 -5.025 -6.115  0.109
H 3.096 -3.375 -6.657  0.110
C -3.424 -9.185 0.246  -0.005
N -2.620 -8.151 0.872  -0.095
C -2.382 -6.984 0.147  0.015
C -1.464 -6.065 0.665  0.040
C -0.783 -6.316 1.899  -0.153
C -1.103 -7.416 2.639  0.031
C -1.901 -8.437 2.021  0.060
C 0.270 -5.330 2.356  -0.118
C 0.091 -4.613 3.533  0.037
C 0.888 -3.535 3.845  0.008
N 1.877 -3.241 3.003  -0.084
C 2.210 -4.007 1.925  0.018
C 1.413 -5.034 1.588  0.034
C 2.620 -1.980 3.231  0.042
H -3.039 -9.565 -0.700  0.117
H -4.416 -8.788 0.028  0.104
H -3.632 -10.045 0.882  0.111
H -2.719 -6.840 -0.869  0.140
H -1.129 -5.247 0.045  0.127
H -0.500 -7.738 3.475  0.138
H -2.008 -9.370 2.554  0.146
H -0.640 -4.776 4.311  0.132
H 0.847 -2.918 4.731  0.154
H 3.030 -3.663 1.313  0.151
H 1.553 -5.594 0.676  0.140
H 2.882 -1.891 4.285  0.109
H 1.961 -1.172 2.915  0.115
H 3.581 -2.097 2.730  0.103
C 2.131 15.795 3.171  0.075
N 1.837 14.406 2.691  -0.081
C 2.096 14.057 1.384  0.067
C 1.936 12.729 1.011  0.036
C 1.497 11.759 1.859  -0.163
C 1.108 12.175 3.152  0.075
C 1.309 13.531 3.623  0.087
C 1.393 10.362 1.444  -0.156
C 0.202 9.658 1.648  0.067
C 0.066 8.394 1.008  0.055
N 1.162 7.721 0.484  -0.085
C 2.348 8.398 0.443  0.051
C 2.480 9.725 0.900  0.073
C 1.074 6.374 -0.114  0.035
H 1.709 15.976 4.160  0.113
H 1.639 16.415 2.422  0.126
H 3.213 15.668 3.206  0.130
H 2.442 14.780 0.660  0.166
H 2.211 12.560 -0.020  0.147
H 0.630 11.441 3.784  0.118
H 1.131 13.948 4.603  0.147
H -0.650 10.121 2.125  0.134
H -0.810 7.775 1.135  0.136
H 3.197 7.871 0.033  0.155
H 3.393 10.291 0.790  0.150
H 1.379 6.523 -1.150  0.119
H 0.108 5.879 -0.013  0.108
H 1.792 5.765 0.435  0.114
C -8.763 -9.149 11.047  0.054
N -8.208 -8.574 9.819  -0.067
C -7.665 -7.292 9.854  0.066
C -7.054 -6.708 8.734  0.058
C -7.235 -7.330 7.487  -0.121
C -7.732 -8.623 7.500  0.014
C -8.162 -9.249 8.615  0.052
C -6.890 -6.637 6.194  -0.084
C -6.095 -5.484 6.027  0.030
C -5.970 -4.773 4.847  0.013
N -6.498 -5.303 3.707  -0.105
C -7.134 -6.512 3.743  0.032
C -7.395 -7.189 4.967  0.072
C -6.398 -4.547 2.462  0.013
H -9.572 -8.464 11.300  0.127
H -7.927 -9.189 11.747  0.126
H -9.096 -10.172 10.873  0.119
H -7.928 -6.743 10.746  0.156
H -6.784 -5.664 8.679  0.122
H -7.808 -9.192 6.585  0.127
H -8.566 -10.250 8.647  0.161
H -5.679 -5.123 6.956  0.121
H -5.562 -3.773 4.840  0.145
H -7.383 -6.958 2.791  0.145
H -8.004 -8.076 4.868  0.124
H -5.477 -4.775 1.925  0.101
H -6.356 -3.479 2.673  0.106
H -7.278 -4.750 1.852  0.112
C -1.709 -2.321 -9.326  0.012
N -2.476 -1.697 -8.284  -0.120
C -3.222 -0.596 -8.609  0.038
C -4.165 -0.081 -7.701  0.049
C -4.367 -0.721 -6.466  -0.107
C -3.554 -1.809 -6.120  0.036
C -2.554 -2.260 -7.010  0.044
C -5.458 -0.202 -5.526  -0.160
C -5.344 -0.321 -4.185  0.005
C -6.187 0.345 -3.320  0.039
N -7.164 1.177 -3.867  -0.095
C -7.411 1.200 -5.208  0.075
C -6.510 0.475 -6.065  0.057
C -8.143 1.846 -2.955  0.034
H -0.889 -1.626 -9.502  0.115
H -2.334 -2.302 -10.219  0.121
H -1.395 -3.306 -8.982  0.106
H -3.073 -0.246 -9.619  0.153
H -4.680 0.785 -8.091  0.132
H -3.658 -2.308 -5.168  0.120
H -1.953 -3.145 -6.857  0.131
H -4.511 -0.827 -3.720  0.129
H -6.135 0.287 -2.243  0.141
H -8.325 1.732 -5.426  0.155
H -6.670 0.487 -7.133  0.133
H -8.115 2.884 -3.288  0.114
H -7.844 1.992 -1.917  0.101
H -9.016 1.201 -3.043  0.123

The value obtained for the energy above the lowest of the compared OMol25 structures with the same formula, charge and spin is 124.4 kcal/mol. Its total charge is +10. Its maximum force is 7.081 eV Å⁻¹. The calculation puts the total energy at -4194.59384 a.u. The HOMO energy comes out at -16.7 eV. For the LUMO energy, the calculation gives -0.576 hartree. The frontier orbital gap is 1.04 eV.